Record 1
An isolated molecule of C4H5F in a non-equilibrium geometry, computed with ωB97M-V/def2-TZVPD.

Structure (ORCA input):
```
! RIJCOSX wB97M-V def2-TZVPD def2/J DEFGRID3
* xyz 0 1
C -0.623 0.374 -0.128
C -1.870 -0.196 -0.029
C 0.645 -0.420 -0.210
C 1.789 0.239 -0.012
H -1.861 -1.311 0.046
H -2.817 0.271 0.173
H 0.484 -1.475 -0.041
H 2.616 -0.472 0.207
H 1.989 1.345 0.075
F -0.353 1.643 -0.080
*
```

Computed properties:
Orbital gap: 9.88 eV
SMILES: C=CC(=C)F
E_HOMO: -9.012 eV
M: 72.08 g/mol
F_max: 3.8 eV/Å
Energy relative to the best compared isomer or geometry (same formula, charge and spin): 0.5694 eV

Atomic partial charges in e from the Löwdin method, atoms 1 to 5: -0.41, 0.08, -0.13, 0.02, 0.07

***

Record 2
A cluster of 2 separate species, C4H5F2NS in total in a non-equilibrium geometry, computed with ωB97M-V/def2-TZVPD.

Structure (ORCA input):
```
! RIJCOSX wB97M-V def2-TZVPD def2/J DEFGRID3
* xyz 0 1
C 1.293 -1.940 0.085
C 2.153 0.620 -0.212
C -0.337 0.982 -0.278
C 0.962 0.805 0.398
N 0.176 -2.308 -0.119
F 2.512 -2.369 0.013
F 2.206 0.731 -1.559
S 3.656 0.480 0.428
H -0.695 -0.038 -0.669
H -0.085 1.507 -1.221
H -0.948 1.392 0.529
H 0.926 0.667 1.424
H -0.591 -2.847 -0.638
*
```

Computed properties:
Orbital gap (spin up / spin down): 8.28 / 6.37 eV
E_HOMO (spin up / spin down): -8.574 / -8.042 eV
M: 137.15 g/mol
F_max: 3.2 eV/Å
Energy relative to the best compared isomer or geometry (same formula, charge and spin): 4.4861 eV

Atomic partial charges in e from the Löwdin method, atoms 1 to 5: -0.30, -0.92, -0.07, -0.17, 0.16

***

Record 3
A structure of composition C4H5F2NS in a non-equilibrium geometry, computed with ωB97M-V/def2-TZVPD.

Structure (ORCA input):
```
! RIJCOSX wB97M-V def2-TZVPD def2/J DEFGRID3
* xyz 0 1
C 0.669 0.910 -1.012
C 1.575 0.862 -0.119
C 0.263 -1.310 0.184
C -1.552 0.270 0.302
N -0.638 -0.475 -0.479
F 2.732 1.589 -0.040
F 0.774 -2.118 -0.716
S 1.601 -0.452 1.070
H 0.110 1.522 -1.713
H -0.320 -2.089 0.943
H -2.487 -0.192 0.171
H -1.259 0.121 1.410
H -1.468 1.362 -0.001
*
```

Computed properties:
Orbital gap: 9.39 eV
E_HOMO: -9.364 eV
M: 137.15 g/mol
F_max: 5.7 eV/Å
Energy relative to the best compared isomer or geometry (same formula, charge and spin): 3.5264 eV

Atomic partial charges in e from the Löwdin method, atoms 1 to 5: 0.09, -0.63, -0.77, -0.15, -0.09

***

Record 4
A structure of composition C4H5F6NS in a non-equilibrium geometry, computed with ωB97M-V/def2-TZVPD.

Structure (ORCA input):
```
! RIJCOSX wB97M-V def2-TZVPD def2/J DEFGRID3
* xyz 0 1
C 2.496 -0.449 0.690
C 1.973 0.929 0.382
C -2.175 -1.063 0.765
C -1.671 0.536 -1.625
N 1.026 1.055 -0.541
F -1.540 -1.807 1.651
F -3.160 -1.760 0.284
F -2.775 -0.051 1.416
F -2.723 1.146 -1.083
F -0.968 1.362 -2.368
F -2.286 -0.359 -2.489
S -0.712 -0.384 -0.246
H 2.421 -0.676 1.665
H 1.859 -1.164 0.189
H 3.531 -0.540 0.338
H 2.774 1.430 -0.215
H 1.929 1.797 1.187
*
```

Computed properties:
Orbital gap (spin up / spin down): 8.16 / 8.18 eV
E_HOMO (spin up / spin down): -9.035 / -9.305 eV
M: 213.15 g/mol
F_max: 3.7 eV/Å

Atomic partial charges in e from the Löwdin method, atoms 1 to 5: -0.09, -0.47, -0.87, -0.77, -0.02

***

Record 5
An isolated molecule of C4H5FN2 in a non-equilibrium geometry, computed with ωB97M-V/def2-TZVPD.

Structure (ORCA input):
```
! RIJCOSX wB97M-V def2-TZVPD def2/J DEFGRID3
* xyz 0 1
C 1.280 0.115 0.253
C 0.151 -0.515 0.961
C -1.120 1.004 -0.291
C 0.103 0.970 0.603
H 2.143 0.339 0.852
H 0.340 -0.949 1.970
H -1.352 -1.879 0.286
H -1.691 1.832 -0.688
H 0.246 1.748 1.367
N -0.791 -1.096 0.045
N -1.552 -0.179 -0.568
F 1.580 -0.179 -1.031
*
```

Computed properties:
Orbital gap: 9.49 eV
SMILES: F[C@H]1[C@H]2C=NN[C@@H]12
E_HOMO: -8.589 eV
M: 100.10 g/mol
F_max: 1.6 eV/Å
Energy relative to the best compared isomer or geometry (same formula, charge and spin): 2.5096 eV

Atomic partial charges in e from the Löwdin method, atoms 1 to 5: -0.28, -0.18, -0.10, -0.12, 0.14

***

Record 6
A cluster of 2 separate species, C4H5FN2O5S in total in a non-equilibrium geometry, computed with ωB97M-V/def2-TZVPD.

Structure (ORCA input):
```
! RIJCOSX wB97M-V def2-TZVPD def2/J DEFGRID3
* xyz 0 1
C -1.221 -0.410 0.091
C -2.282 -0.307 -0.962
C 3.082 0.262 -0.177
C 1.720 -0.215 0.307
N 3.231 1.677 0.234
N 1.964 -2.696 -0.142
O -1.318 -0.955 1.153
O 3.908 1.924 1.197
O 2.547 2.491 -0.432
O 1.523 -3.448 0.649
O 2.561 -2.919 -1.131
F 1.645 -0.430 1.576
S 0.299 0.201 -0.618
H -1.855 -1.249 -1.421
H -2.103 0.464 -1.712
H -3.171 -0.505 -0.416
H 3.794 -0.456 0.379
H 3.204 0.038 -1.235
*
```

Computed properties:
Orbital gap (spin up / spin down): 8.95 / 6.65 eV
E_HOMO (spin up / spin down): -10.067 / -8.443 eV
M: 212.16 g/mol
F_max: 3.4 eV/Å
Energy relative to the best compared isomer or geometry (same formula, charge and spin): 2.5484 eV

Atomic partial charges in e from the Löwdin method, atoms 1 to 5: -0.76, -0.06, -0.09, -0.60, -0.38

***

Record 7
A cluster of 2 separate species, C4H5FO in total in a non-equilibrium geometry, computed with ωB97M-V/def2-TZVPD.

Structure (ORCA input):
```
! RIJCOSX wB97M-V def2-TZVPD def2/J DEFGRID3
* xyz 0 1
C -2.064 -0.022 0.248
C 0.964 0.530 -0.798
C 0.885 -0.766 0.060
C 0.149 0.471 0.445
O -2.275 -1.195 0.164
F 0.564 1.239 1.466
H -2.706 0.843 0.121
H 1.905 0.902 -0.500
H 0.445 0.611 -1.726
H 0.280 -1.626 0.001
H 1.853 -0.988 0.519
*
```

Computed properties:
Orbital gap: 9.28 eV
E_HOMO: -8.848 eV
M: 88.08 g/mol
F_max: 4.3 eV/Å
Energy relative to the best compared isomer or geometry (same formula, charge and spin): 3.5472 eV

Atomic partial charges in e from the Löwdin method, atoms 1 to 5: -0.01, -0.06, -0.10, -0.33, 0.04

***

Record 8
A cluster of 2 separate species, C4H5FO in total in a non-equilibrium geometry, computed with ωB97M-V/def2-TZVPD.

Structure (ORCA input):
```
! RIJCOSX wB97M-V def2-TZVPD def2/J DEFGRID3
* xyz 0 1
C -0.096 0.296 -0.200
C 1.051 -0.721 0.378
C -1.477 -0.298 -0.014
C -2.736 -0.524 -0.134
H 0.965 1.997 -0.742
H 0.098 0.277 -1.176
H 0.916 -1.804 0.276
H 0.960 -0.652 1.491
H -3.769 -0.674 0.055
O 0.032 1.554 0.300
F 2.236 -0.454 -0.275
*
```

Computed properties:
Orbital gap: 9.07 eV
E_HOMO: -9.934 eV
M: 88.08 g/mol
F_max: 7.3 eV/Å
Energy relative to the best compared isomer or geometry (same formula, charge and spin): 5.2456 eV

Atomic partial charges in e from the Löwdin method, atoms 1 to 5: -0.50, -0.15, -0.03, 0.13, 0.36

***

Record 9
A cluster of 2 separate species, C4H5FO2S in total in a non-equilibrium geometry, computed with ωB97M-V/def2-TZVPD.

Structure (ORCA input):
```
! RIJCOSX wB97M-V def2-TZVPD def2/J DEFGRID3
* xyz 0 1
C -1.350 -0.919 -0.212
C -0.946 0.343 -0.132
C -2.721 -1.469 0.022
C 0.403 0.893 -0.407
O -3.065 -2.569 -0.214
O 0.632 2.043 -0.214
F 4.477 -1.355 -0.629
S 4.158 -0.186 0.579
H -0.721 -1.726 -0.744
H -1.663 0.931 0.348
H -3.506 -0.829 0.560
H 1.110 0.186 -1.016
H 3.858 -1.157 1.582
*
```

Computed properties:
Orbital gap: 9.19 eV
SMILES: O=C/C=C/C=O.FS
E_HOMO: -10.149 eV
M: 136.15 g/mol
F_max: 3.7 eV/Å
Energy relative to the best compared isomer or geometry (same formula, charge and spin): 3.0259 eV

Atomic partial charges in e from the Löwdin method, atoms 1 to 5: -0.05, -0.06, -0.30, -0.29, 0.08

***

Record 10
A structure of composition C4H5FS3 in a non-equilibrium geometry, computed with ωB97M-V/def2-TZVPD.

Structure (ORCA input):
```
! RIJCOSX wB97M-V def2-TZVPD def2/J DEFGRID3
* xyz 0 1
C -2.295 -0.580 -1.116
C -0.301 1.005 0.365
C 0.478 -0.353 0.817
C 1.812 -0.796 0.074
H -2.276 -1.143 0.109
H -1.687 -1.328 -2.177
H -3.525 -0.269 -1.565
H 0.676 -0.096 1.909
H 2.840 -0.249 0.438
F -0.260 -1.540 0.778
S -1.289 1.208 -1.004
S 0.142 2.262 1.409
S 1.656 -2.141 -0.814
*
```

Computed properties:
Orbital gap: 7.75 eV
E_HOMO: -8.948 eV
M: 168.28 g/mol
F_max: 5.0 eV/Å
Energy relative to the best compared isomer or geometry (same formula, charge and spin): 5.3830 eV

Atomic partial charges in e from the Löwdin method, atoms 1 to 5: -0.36, -1.12, -0.48, -0.57, 0.12

***

Please write out number 4 again, unchanged.
A structure of composition C4H5F6NS in a non-equilibrium geometry, computed with ωB97M-V/def2-TZVPD.

Structure (ORCA input):
```
! RIJCOSX wB97M-V def2-TZVPD def2/J DEFGRID3
* xyz 0 1
C 2.496 -0.449 0.690
C 1.973 0.929 0.382
C -2.175 -1.063 0.765
C -1.671 0.536 -1.625
N 1.026 1.055 -0.541
F -1.540 -1.807 1.651
F -3.160 -1.760 0.284
F -2.775 -0.051 1.416
F -2.723 1.146 -1.083
F -0.968 1.362 -2.368
F -2.286 -0.359 -2.489
S -0.712 -0.384 -0.246
H 2.421 -0.676 1.665
H 1.859 -1.164 0.189
H 3.531 -0.540 0.338
H 2.774 1.430 -0.215
H 1.929 1.797 1.187
*
```

Computed properties:
Orbital gap (spin up / spin down): 8.16 / 8.18 eV
E_HOMO (spin up / spin down): -9.035 / -9.305 eV
M: 213.15 g/mol
F_max: 3.7 eV/Å

Atomic partial charges in e from the Löwdin method, atoms 1 to 5: -0.09, -0.47, -0.87, -0.77, -0.02

***

Copy entry 2 word for word.
A cluster of 2 separate species, C4H5F2NS in total in a non-equilibrium geometry, computed with ωB97M-V/def2-TZVPD.

Structure (ORCA input):
```
! RIJCOSX wB97M-V def2-TZVPD def2/J DEFGRID3
* xyz 0 1
C 1.293 -1.940 0.085
C 2.153 0.620 -0.212
C -0.337 0.982 -0.278
C 0.962 0.805 0.398
N 0.176 -2.308 -0.119
F 2.512 -2.369 0.013
F 2.206 0.731 -1.559
S 3.656 0.480 0.428
H -0.695 -0.038 -0.669
H -0.085 1.507 -1.221
H -0.948 1.392 0.529
H 0.926 0.667 1.424
H -0.591 -2.847 -0.638
*
```

Computed properties:
Orbital gap (spin up / spin down): 8.28 / 6.37 eV
E_HOMO (spin up / spin down): -8.574 / -8.042 eV
M: 137.15 g/mol
F_max: 3.2 eV/Å
Energy relative to the best compared isomer or geometry (same formula, charge and spin): 4.4861 eV

Atomic partial charges in e from the Löwdin method, atoms 1 to 5: -0.30, -0.92, -0.07, -0.17, 0.16